Record 1
# C12H48N24O12

A 12-piece molecular cluster, C12H48N24O12 overall at a distorted geometry (wB97M-V/def2-TZVPD, OMol25).

The total energy comes out at -2703.55118 a.u. The SMILES is NC(N)=O.NC(N)=O.NC(N)=O.NC(N)=O.NC(N)=O.NC(N)=O.NC(N)=O.NC(N)=O.NC(N)=O.NC(N)=O.NC(N)=O.NC(N)=O. The gap between HOMO and LUMO is 8.05 eV.

Atoms and positions in Å:
N -0.65 -1.58 -3.86
C 0.25 -0.64 -3.52
N -0.06 0.52 -4.12
O 1.14 -0.81 -2.66
H -0.45 -2.51 -3.52
H -1.30 -1.43 -4.60
H -0.72 0.58 -4.87
H 0.42 1.40 -3.92
N 2.09 3.97 0.67
C 1.25 4.99 0.60
N 1.80 6.16 1.04
O 0.09 4.91 0.20
H 3.00 4.11 1.08
H 1.76 3.05 0.45
H 2.72 6.13 1.43
H 1.30 7.02 1.05
N -2.04 2.96 2.70
C -2.46 2.87 3.98
N -1.79 1.93 4.67
O -3.41 3.52 4.44
H -1.37 2.34 2.28
H -2.30 3.81 2.19
H -2.05 1.70 5.61
H -0.96 1.50 4.26
N -1.56 -2.64 2.06
C -0.38 -3.27 2.19
N -0.35 -4.34 2.99
O 0.66 -2.76 1.75
H -2.41 -3.10 2.34
H -1.66 -1.83 1.48
H -1.22 -4.76 3.26
H 0.51 -4.86 2.90
N -0.81 -5.65 -1.59
C -1.28 -4.42 -1.86
N -0.66 -3.43 -1.19
O -2.30 -4.20 -2.54
H -0.05 -5.73 -0.94
H -1.27 -6.41 -2.05
H -0.81 -2.45 -1.30
H 0.20 -3.74 -0.77
N 4.35 -4.65 -2.86
C 3.82 -3.44 -2.45
N 3.16 -2.76 -3.40
O 4.00 -2.95 -1.33
H 4.78 -4.67 -3.77
H 4.25 -5.42 -2.23
H 2.59 -2.02 -3.00
H 2.92 -3.23 -4.26
N 1.53 5.29 -3.31
C 1.66 3.96 -3.37
N 2.92 3.49 -3.24
O 0.72 3.16 -3.44
H 2.32 5.90 -3.23
H 0.61 5.69 -3.29
H 3.68 4.15 -3.29
H 3.06 2.53 -3.50
N 2.23 -4.40 0.44
C 1.70 -5.62 0.62
N 2.13 -6.60 -0.21
O 0.75 -5.84 1.38
H 1.90 -3.61 0.97
H 3.15 -4.38 0.01
H 3.05 -6.64 -0.61
H 1.66 -7.48 -0.07
N -4.56 -0.46 1.21
C -4.30 0.41 0.20
N -3.19 1.15 0.52
O -4.90 0.45 -0.86
H -3.98 -0.31 2.01
H -5.35 -1.08 1.25
H -3.35 2.11 0.24
H -2.39 0.99 1.11
N -2.55 5.01 -0.62
C -3.42 4.89 0.41
N -4.67 4.45 0.05
O -3.20 5.13 1.60
H -2.96 5.00 -1.53
H -1.58 4.78 -0.47
H -4.89 4.47 -0.93
H -5.29 4.31 0.83
N 1.59 -0.89 3.83
C 1.47 0.32 4.47
N 0.84 1.21 3.66
O 1.84 0.55 5.61
H 1.21 -1.13 2.94
H 2.24 -1.51 4.29
H 0.76 1.11 2.66
H 0.95 2.05 4.22
N 0.87 -0.58 0.05
C 0.24 0.57 0.24
N 0.32 1.46 -0.75
O -0.42 0.88 1.26
H 0.95 -1.38 0.66
H 1.40 -0.76 -0.79
H -0.20 2.31 -0.64
H 0.67 1.13 -1.64



Record 2
# C6H14KO3

C6H14KO3 as an isolated structure at a distorted geometry (wB97M-V/def2-TZVPD, OMol25).

The net charge is +1. The total energy comes out at -1062.37198 a.u. The gap between HOMO and LUMO is 8.12 eV.

Atoms and positions in Å:
H -1.82 -0.81 1.15
C 2.16 -0.99 0.96
O 1.91 0.43 0.82
C 2.51 1.31 1.49
C 2.16 2.71 1.23
O 1.17 2.91 0.36
C -2.65 -0.39 0.56
C -2.64 -0.96 -0.84
O -1.47 -0.51 -1.51
C -1.06 -1.37 -2.55
K -0.23 1.74 -0.98
H 1.21 -1.44 1.27
H 2.44 -1.34 -0.04
H 2.95 -1.16 1.69
H 3.30 1.01 2.19
H 3.16 3.15 0.97
H 2.02 3.10 2.27
H -3.59 -0.63 1.08
H -2.53 0.71 0.55
H -3.53 -0.63 -1.40
H -2.64 -2.06 -0.81
H -0.15 -0.95 -3.00
H -0.83 -2.38 -2.15
H -1.84 -1.45 -3.32



Record 3
# C2H5NO2S

A 2-piece molecular cluster, C2H5NO2S overall at a distorted geometry (wB97M-V/def2-TZVPD, OMol25).

The total energy comes out at -682.44147 a.u. The gap between HOMO and LUMO is 9.40 eV.

Atoms and positions in Å:
C -0.97 -0.49 -1.55
C 0.26 0.24 0.35
H -2.03 -0.70 -2.04
H -0.52 -1.43 -1.84
H -0.53 0.22 -2.35
H -0.55 0.86 2.26
H 2.09 0.92 1.57
N 0.21 0.32 1.71
O -0.92 0.10 -0.10
O 1.38 0.17 2.46
S 1.58 -0.21 -0.46



Record 4
# C6H8Cl2NO2P

One molecule with the formula C6H8Cl2NO2P at a distorted geometry (wB97M-V/def2-TZVPD, OMol25).

The total energy comes out at -1700.22424 a.u. The expectation value of S² is 2.016. As for the spin multiplicity: 3. The gap between HOMO and LUMO (alpha / beta) is 6.17 / 7.71 eV.

Atoms and positions in Å:
C -3.35 -0.93 -1.09
C -1.65 -0.29 0.47
C 0.84 1.57 0.30
C -1.07 -2.03 -1.24
C 0.30 0.70 1.41
C -2.02 -0.99 -0.63
N -4.32 -0.73 -1.66
O -2.39 0.73 1.09
O -0.44 -0.46 1.07
P -2.60 1.67 2.50
Cl -2.24 3.45 1.64
Cl -4.54 1.69 2.36
H 1.06 2.49 0.67
H 1.74 1.18 -0.17
H 0.12 1.49 -0.65
H -1.42 -2.05 -2.26
H 0.05 -1.63 -1.18
H -1.21 -2.83 -0.67
H -0.31 1.40 2.22
H 1.20 0.31 2.12



Record 5
# C11H26IN2O5PS2

C11H26IN2O5PS2 as an isolated structure at a distorted geometry (wB97M-V/def2-TZVPD, OMol25).

The total energy comes out at -2355.77739 a.u. The gap between HOMO and LUMO is 8.36 eV.

Atoms and positions in Å:
C 2.01 4.10 -0.05
C 1.10 4.38 -1.24
C -0.07 3.43 -1.45
I 0.53 1.76 -2.68
S -0.78 2.81 0.09
O -0.62 3.83 1.07
O -0.06 1.60 0.37
N -2.28 2.42 -0.22
S -3.39 3.54 0.02
O -4.58 3.11 -0.65
O -3.59 3.91 1.37
P -2.96 5.30 -1.15
O -1.80 6.12 -0.81
H 3.04 4.30 -0.30
H 1.77 4.77 0.75
H 1.93 3.09 0.32
H 1.71 4.30 -2.12
H 0.72 5.39 -1.24
H -0.81 3.92 -2.04
H -4.15 6.02 -1.01
H -2.90 4.78 -2.46
C 1.92 -5.35 1.27
C 1.78 -4.01 2.01
C 0.51 -3.22 1.72
N 0.53 -2.28 0.55
C 1.44 -1.11 0.83
C 0.89 -2.92 -0.75
C -0.35 -3.70 -1.14
C -1.49 -2.73 -0.76
C -0.90 -1.80 0.31
H 2.30 -5.24 0.26
H 2.63 -5.99 1.80
H 0.97 -5.87 1.23
H 2.67 -3.40 1.86
H 1.75 -4.24 3.07
H 0.27 -2.58 2.57
H -0.34 -3.89 1.58
H 2.46 -1.48 0.95
H 1.10 -0.61 1.73
H 1.39 -0.43 -0.01
H 1.07 -2.10 -1.45
H 1.80 -3.50 -0.65
H -0.42 -4.62 -0.57
H -0.36 -3.96 -2.19
H -2.37 -3.27 -0.40
H -1.80 -2.14 -1.61
H -1.43 -1.82 1.26
H -0.85 -0.78 -0.04



Record 6
# C5H11N3

C5H11N3 as an isolated structure at a distorted geometry (wB97M-V/def2-TZVPD, OMol25).

The total energy comes out at -361.10707 a.u. The gap between HOMO and LUMO is 10.33 eV.

Atoms and positions in Å:
C -1.22 -0.30 0.52
C -1.16 1.20 0.21
C 0.91 0.63 -0.43
C 2.14 -0.17 -0.08
C 0.24 -0.43 0.44
H -2.03 -2.08 0.00
H -1.01 -1.39 -1.31
H -1.63 -0.58 1.39
H -1.52 1.61 1.05
H -2.01 1.49 -0.59
H -0.10 2.22 -0.99
H 0.47 0.36 -1.30
H 2.96 -0.01 0.79
H 2.99 -0.40 -0.96
H 1.46 -2.03 0.79
H 0.63 -0.05 1.34
N -2.11 -1.12 -0.57
N 0.22 1.84 -0.02
N 1.10 -1.40 0.00



Record 7
# C14H40F4HgN2O16S4

C14H40F4HgN2O16S4 as an isolated structure at a distorted geometry (wB97M-V/def2-TZVPD, OMol25).

The net charge is -2. The total energy comes out at -4016.05891 a.u. The gap between HOMO and LUMO is 2.36 eV.

Atoms and positions in Å:
Hg -5.71 4.03 -17.86
O -0.96 4.78 -17.28
C -1.06 6.20 -17.24
C -1.84 6.88 -18.44
O -1.90 6.34 -19.76
H -0.02 6.53 -17.30
H -1.37 6.54 -16.25
H -1.54 7.91 -18.62
H -2.86 6.94 -18.08
N -2.26 2.93 -20.28
S -3.06 2.81 -21.58
O -4.44 3.34 -21.58
O -2.78 1.65 -22.42
F -2.24 4.04 -22.26
S -3.24 1.78 -19.48
O -3.14 0.39 -19.84
O -4.49 2.30 -18.95
F -2.31 1.70 -18.19
N -7.09 5.42 -16.92
S -6.85 6.87 -15.99
O -6.89 6.84 -14.52
O -7.06 8.18 -16.52
F -5.27 6.79 -16.13
S -8.60 5.52 -16.47
O -9.45 6.51 -17.13
O -8.97 5.01 -15.11
F -9.13 4.30 -17.37
C -10.33 5.05 -22.77
C -8.80 5.08 -22.56
O -8.57 5.04 -21.20
H -10.98 5.65 -22.14
H -10.75 4.06 -22.65
H -10.49 5.40 -23.79
H -8.43 6.05 -22.90
H -8.30 4.23 -23.02
H -8.74 5.95 -20.93
C -5.34 -1.94 -18.77
C -5.35 -1.17 -17.43
O -6.55 -0.48 -17.29
H -5.44 -1.26 -19.62
H -6.19 -2.62 -18.87
H -4.42 -2.49 -18.96
H -4.61 -0.37 -17.51
H -5.22 -1.86 -16.59
H -7.26 -1.09 -17.04
C -6.40 1.08 -14.34
C -6.95 2.19 -15.32
O -6.14 2.15 -16.42
H -6.35 0.09 -14.78
H -7.09 0.98 -13.50
H -5.40 1.32 -14.00
H -6.95 3.19 -14.89
H -8.01 2.13 -15.58
H -6.07 1.25 -16.74
C -3.05 3.16 -14.60
C -3.88 4.27 -15.18
O -3.79 4.28 -16.60
H -1.99 3.23 -14.85
H -3.38 2.17 -14.94
H -3.23 3.19 -13.53
H -3.65 5.25 -14.75
H -4.93 4.14 -14.93
H -2.88 4.44 -16.86
C -7.64 1.10 -20.52
C -8.02 2.14 -19.45
O -7.18 3.23 -19.61
H -8.14 0.21 -20.14
H -6.57 0.88 -20.55
H -7.97 1.26 -21.55
H -7.97 1.65 -18.47
H -9.04 2.41 -19.72
H -7.55 3.83 -20.26
C -5.58 6.31 -21.56
C -5.64 6.40 -20.02
O -4.85 5.36 -19.47
H -5.98 7.19 -22.05
H -6.17 5.48 -21.96
H -4.57 6.26 -21.97
H -6.68 6.44 -19.70
H -5.03 7.26 -19.77
H -3.94 5.56 -19.71



Record 8
# C29H34N6O2

One molecule with the formula C29H34N6O2 at a distorted geometry (wB97M-V/def2-TZVPD, OMol25).

The total energy comes out at -1604.49697 a.u. The SMILES is COc1ccc(-n2nc3c(N4CCC(C(=O)NC[C@H](C)c5ccccc5)CC4)nnc(C)c3c2C)cc1. The gap between HOMO and LUMO is 7.88 eV.

Atoms and positions in Å:
C 5.71 -3.46 1.51
O 5.36 -2.14 1.86
C 4.05 -1.80 1.91
C 2.99 -2.67 1.64
C 1.69 -2.21 1.72
C 1.42 -0.90 2.07
N 0.08 -0.46 2.09
N -0.73 -0.90 1.11
C -1.90 -0.30 1.33
C -3.11 -0.29 0.56
N -3.27 -1.02 -0.56
C -2.43 -2.12 -0.95
C -1.65 -1.82 -2.25
C -2.37 -0.74 -3.07
C -1.98 0.71 -2.76
O -2.23 1.60 -3.55
N -1.38 0.93 -1.58
C -0.88 2.22 -1.17
C 0.59 2.11 -0.75
C 1.18 3.49 -0.48
C 1.37 1.36 -1.81
C 1.94 0.13 -1.51
C 2.63 -0.58 -2.48
C 2.73 -0.08 -3.77
C 2.16 1.14 -4.07
C 1.48 1.86 -3.10
C -3.89 -0.91 -2.93
C -4.34 -0.69 -1.48
N -4.09 0.52 0.92
N -4.02 1.28 2.00
C -2.98 1.31 2.79
C -3.05 2.21 3.98
C -1.83 0.54 2.48
C -0.52 0.39 2.95
C 0.13 0.94 4.16
C 2.47 -0.02 2.31
C 3.77 -0.47 2.23
H 6.80 -3.49 1.54
H 5.37 -3.71 0.51
H 5.31 -4.19 2.23
H 3.16 -3.70 1.37
H 0.86 -2.88 1.51
H -3.08 -2.99 -1.12
H -1.75 -2.35 -0.14
H -0.63 -1.51 -2.03
H -1.59 -2.73 -2.84
H -2.11 -0.87 -4.13
H -1.17 0.16 -0.96
H -1.48 2.60 -0.34
H -1.00 2.89 -2.03
H 0.64 1.53 0.18
H 2.22 3.40 -0.16
H 1.15 4.11 -1.37
H 0.62 4.00 0.30
H 1.86 -0.27 -0.51
H 3.07 -1.53 -2.23
H 3.26 -0.64 -4.52
H 2.23 1.54 -5.07
H 1.02 2.80 -3.36
H -4.40 -0.20 -3.58
H -4.15 -1.92 -3.26
H -5.23 -1.29 -1.26
H -4.60 0.36 -1.30
H -2.22 2.91 3.98
H -3.01 1.63 4.90
H -3.99 2.76 3.96
H 0.51 1.95 3.98
H -0.60 1.00 4.97
H 0.96 0.31 4.48
H 2.28 1.02 2.52
H 4.60 0.19 2.41